The following is a quantum chemistry calculation of a 3-piece molecular cluster, C2H3NO4 overall in a non-equilibrium geometry, from the OMol25 dataset.

The geometry in XYZ format:
```
10
Properties=species:S:1:pos:R:3:forces:R:3
N 0.141 -0.703 -0.469 -2.107 -0.636 -0.217
C -0.868 -1.334 -0.209 2.264 0.271 -0.747
O -1.817 -2.007 -0.146 -0.148 0.402 -0.017
H 0.992 -0.488 -0.011 0.288 0.070 0.529
O -3.035 -2.209 2.216 -2.035 -1.018 -0.152
C -2.203 -1.462 2.434 -0.693 -1.417 0.012
O -1.303 -0.818 2.677 2.441 2.349 0.578
O 2.851 2.736 -1.926 0.439 1.432 0.299
H 2.999 3.719 -1.919 -0.308 -1.538 -0.106
H 2.243 2.565 -2.646 -0.140 0.085 -0.180
```
Positions in Å, forces in eV/Å.

As for the total energy: -11803.166 eV. The value obtained for the HOMO energy is -11.154 eV. Its SMILES is N=C=O.O=C=O.O. The max |F| comes out at 3.44 eV Å⁻¹. For the molecular weight, the calculation gives 105.049 g/mol. For the HOMO-LUMO gap, the calculation gives 11.685 eV.

The following is a quantum chemistry calculation of a 2-piece molecular cluster, C2H3NOS overall in a non-equilibrium geometry, from the OMol25 dataset.

The geometry in XYZ format:
```
8
Properties=species:S:1:pos:R:3:forces:R:3
N 1.572 1.420 -0.149 -1.324 1.090 -0.129
C 1.880 0.436 0.452 2.342 -0.571 -0.165
S 2.789 -0.703 0.995 -0.134 -0.888 0.746
H 0.581 1.540 -0.253 -0.508 0.479 -0.419
C -1.731 -0.638 -0.234 0.288 0.453 -1.795
O -0.553 -0.430 -0.210 0.177 0.984 -0.412
H -2.059 -1.419 0.352 -1.489 -1.846 1.748
H -2.479 -0.205 -0.952 0.648 0.299 0.426
```
Positions in Å, forces in eV/Å.

As for the total energy: -16493.654 eV. The value obtained for the HOMO energy is -9.152 eV. Its SMILES is N=C=S.C=O. The max |F| comes out at 2.95 eV Å⁻¹. For the molecular weight, the calculation gives 89.119 g/mol. For the HOMO-LUMO gap, the calculation gives 9.472 eV.

The following is a quantum chemistry calculation of an isolated molecule of C2H3NOS in a non-equilibrium geometry, from the OMol25 dataset.

The geometry in XYZ format:
```
8
Properties=species:S:1:pos:R:3:forces:R:3
C 1.060 0.498 -1.149 -2.348 -0.814 1.456
N -0.107 0.738 -1.598 0.410 0.258 0.586
O -1.074 0.215 -0.719 -0.874 0.327 -1.735
C -0.635 -0.084 0.526 3.661 2.398 0.604
S 1.276 -0.387 0.341 -1.241 0.400 -0.107
H 1.851 0.940 -1.597 2.442 0.964 -1.738
H -0.707 0.734 1.286 -0.410 -0.717 -0.599
H -0.971 -1.009 0.734 -1.640 -2.816 1.533
```
Positions in Å, forces in eV/Å.

As for the total energy: -16492.748 eV. The value obtained for the HOMO energy is -8.957 eV. Its SMILES is C1=NOCS1. The max |F| comes out at 4.42 eV Å⁻¹. For the molecular weight, the calculation gives 89.119 g/mol. For the HOMO-LUMO gap, the calculation gives 9.587 eV.

The following is a quantum chemistry calculation of a 2-piece molecular cluster, C2H3NOS2 overall in a non-equilibrium geometry, from the OMol25 dataset.

The geometry in XYZ format:
```
9
Properties=species:S:1:pos:R:3:forces:R:3
C 1.348 1.649 1.676 -0.605 0.384 0.396
N 0.208 1.390 1.728 3.606 0.957 -0.301
S -1.274 1.053 1.681 -3.050 -0.786 0.081
H 2.114 2.389 1.852 -0.019 -0.501 -0.149
O 0.619 -1.240 -2.714 -1.176 -0.437 -0.248
C -0.319 -1.311 -1.973 1.088 1.271 1.677
S -0.116 -1.889 -0.236 -0.260 -0.021 -1.258
H -1.304 -0.750 -2.013 0.685 -0.763 -0.811
H -1.277 -1.292 -0.002 -0.269 -0.105 0.613
```
Positions in Å, forces in eV/Å.

As for the total energy: -27327.727 eV. The value obtained for the HOMO energy is -9.026 eV. Its SMILES is C#[N+][S-].O=CS. The max |F| comes out at 3.74 eV Å⁻¹. For the molecular weight, the calculation gives 121.186 g/mol. For the HOMO-LUMO gap, the calculation gives 9.030 eV.

The following is a quantum chemistry calculation of an isolated molecule of C2H3NOS2 in a non-equilibrium geometry, from the OMol25 dataset.

The geometry in XYZ format:
```
9
Properties=species:S:1:pos:R:3:forces:R:3
O -2.882 -1.131 -0.174 4.030 -1.868 1.088
C -1.650 -1.056 -0.014 -2.704 2.556 -0.081
S -1.119 0.535 -0.826 0.949 -1.692 0.969
N 0.259 0.791 0.200 0.840 6.749 -0.641
C 1.541 0.427 -0.082 0.068 -3.640 0.665
S 1.985 -1.110 -0.537 -0.262 1.467 -0.211
H -0.780 -1.535 0.685 -2.310 0.433 -1.625
H 0.417 2.030 0.301 -1.385 -4.686 0.031
H 2.229 1.048 0.447 0.773 0.681 -0.195
```
Positions in Å, forces in eV/Å.

As for the total energy: -27327.592 eV. The value obtained for the HOMO energy is -9.082 eV. Its SMILES is O=CSNC=S. The max |F| comes out at 6.83 eV Å⁻¹. For the molecular weight, the calculation gives 121.186 g/mol. For the HOMO-LUMO gap, the calculation gives 8.631 eV.

The following is a quantum chemistry calculation of an isolated molecule of C2H3NOS2 in a non-equilibrium geometry, from the OMol25 dataset.

The geometry in XYZ format:
```
9
Properties=species:S:1:pos:R:3:forces:R:3
O 0.597 1.751 -0.002 0.330 -0.477 0.179
C 0.014 0.676 -0.028 0.165 0.136 -0.268
C -1.457 0.701 -0.059 -1.629 0.917 0.551
S -2.369 -0.625 0.028 -0.099 0.543 -0.208
N 0.598 -0.549 0.019 -0.117 -0.440 -0.530
S 2.313 -0.590 -0.016 0.096 -0.590 -0.101
H -1.855 1.785 -0.009 0.510 -1.866 -0.274
H 0.072 -1.420 -0.227 0.564 1.436 0.548
H 2.379 0.656 0.441 0.180 0.342 0.102
```
Positions in Å, forces in eV/Å.

As for the total energy: -27329.436 eV. The value obtained for the HOMO energy is -8.984 eV. Its SMILES is O=C(C=S)NS. The max |F| comes out at 1.95 eV Å⁻¹. For the molecular weight, the calculation gives 121.186 g/mol. For the HOMO-LUMO gap, the calculation gives 7.533 eV.

The following is a quantum chemistry calculation of an isolated molecule of C2H3NOS2 in a non-equilibrium geometry, from the OMol25 dataset.

The geometry in XYZ format:
```
9
Properties=species:S:1:pos:R:3:forces:R:3
O 0.550 1.952 -0.132 -0.006 0.658 -0.097
C 0.236 0.803 0.062 0.317 0.038 0.079
C 1.334 -0.078 0.579 0.442 -1.790 -0.507
S 1.836 -1.417 -0.207 -0.380 0.933 0.417
N -1.008 0.339 -0.261 0.349 -0.452 0.362
S -1.665 -1.156 0.198 -0.152 0.119 -0.448
H 1.926 0.243 1.437 -0.438 0.408 -0.130
H -1.604 1.048 -0.651 -0.203 0.130 0.001
H -1.604 -1.735 -1.025 0.070 -0.042 0.323
```
Positions in Å, forces in eV/Å.

As for the total energy: -27329.498 eV. The value obtained for the HOMO energy is -9.059 eV. Its SMILES is O=C(C=S)NS. The max |F| comes out at 1.91 eV Å⁻¹. For the molecular weight, the calculation gives 121.186 g/mol. For the HOMO-LUMO gap, the calculation gives 8.096 eV.

The following is a quantum chemistry calculation of an isolated molecule of C2H3NP2 in a non-equilibrium geometry, from the OMol25 dataset.

The geometry in XYZ format:
```
8
Properties=species:S:1:pos:R:3:forces:R:3
C 0.125 -0.379 1.302 -1.125 0.994 -3.208
C -0.574 -0.671 -1.562 -0.410 -0.186 1.121
N -1.246 -1.055 -0.573 1.869 0.422 2.368
P 0.731 0.541 -1.685 0.489 0.405 -1.238
P 0.678 0.888 0.310 0.097 -1.763 1.278
H -0.577 -0.549 2.093 -0.022 0.170 0.427
H -0.877 -1.255 -2.414 -0.175 0.137 -1.081
H 1.976 1.491 0.500 -0.723 -0.180 0.333
```
Positions in Å, forces in eV/Å.

As for the total energy: -22183.553 eV. The value obtained for the HOMO energy (spin up / spin down) is -8.235 / -8.228 eV. The max |F| comes out at 3.54 eV Å⁻¹. For the molecular weight, the calculation gives 103.001 g/mol. For the HOMO-LUMO gap (spin up / spin down), the calculation gives 6.875 / 6.888 eV.

The following is a quantum chemistry calculation of an isolated molecule of C2H3NP2 in a non-equilibrium geometry, from the OMol25 dataset.

The geometry in XYZ format:
```
8
Properties=species:S:1:pos:R:3:forces:R:3
C -0.696 -0.819 -0.373 -3.729 -0.682 1.238
N 0.500 -1.166 -0.333 3.145 1.857 1.124
C 1.418 0.066 -0.006 -1.466 -2.162 -0.788
P 0.728 1.562 0.149 0.357 0.879 -0.207
P -1.305 0.949 -0.390 1.233 -0.442 -1.091
H -1.563 -1.600 -0.194 1.886 1.148 -1.107
H 2.490 -0.104 0.207 -0.839 -0.312 -0.356
H -1.572 1.113 0.941 -0.586 -0.286 1.188
```
Positions in Å, forces in eV/Å.

As for the total energy: -22187.891 eV. The value obtained for the HOMO energy is -9.345 eV. Its SMILES is C1=NC=P#[PH]1. The max |F| comes out at 3.99 eV Å⁻¹. For the molecular weight, the calculation gives 103.001 g/mol. For the HOMO-LUMO gap, the calculation gives 9.256 eV.